1.
ORCA calculation (wB97M-V/def2-TZVPD) on one molecule with the formula C11H11NO in a non-equilibrium geometry.

Each atom is followed by the atoms it is bonded to, with distances in Å.
Positions of all 24 atoms, in Å:
1 C -2.26040 -2.03856 -0.04989  C10 1.357, C17 1.341, H20 1.095
2 C -1.12166 2.53225 0.05105  H13 1.179, C19 1.289, C24 1.387
3 C -0.28841 -0.14470 -0.04192  C9 1.375, N11 1.394, C15 1.437
4 H 4.74726 -1.32679 -0.06233  C16 1.067
5 H 4.29376 0.05685 -0.70167  C16 0.939
6 H 0.91834 3.05741 0.43657  C19 1.227
7 H -3.43372 1.61227 -0.47552  C24 1.311
8 H -0.53506 -3.58468 0.51952  C17 1.258
9 C 0.56778 0.92590 -0.14675  C3 1.375, C19 1.362, O23 1.504
10 C -2.59131 -0.72267 -0.03909  C1 1.357, C15 1.448, H21 1.195
11 N -0.10439 -1.52289 0.06197  C3 1.394, C17 1.362
12 H 2.46329 -1.24809 -0.92796  C22 1.148
13 H -1.31860 3.65903 0.33840  C2 1.179
14 H 1.97976 -0.97485 1.06568  C22 1.239
15 C -1.63082 0.35465 0.07570  C3 1.437, C10 1.448, C24 1.441
16 C 4.07025 -0.50550 0.01612  H4 1.067, H5 0.939, H18 1.263, C22 1.567
17 C -1.01622 -2.53351 0.02344  C1 1.341, H8 1.258, N11 1.362
18 H 4.80794 -0.31423 1.02323  C16 1.263
19 C 0.11850 2.18612 0.10977  C2 1.289, H6 1.227, C9 1.362
20 H -2.89108 -2.93189 -0.09832  C1 1.095
21 H -3.66310 -0.20286 0.05308  C10 1.195
22 C 2.50510 -0.58986 0.01116  H12 1.148, H14 1.239, C16 1.567, O23 1.432
23 O 2.06146 0.75516 -0.19697  C9 1.504, C22 1.432
24 C -2.20778 1.67202 -0.01437  C2 1.387, H7 1.311, C15 1.441

Kohn-Sham gap, eV: 8.04
Energy relative to the best compared isomer or geometry (same formula, charge and spin), eV: 7.664
Lowest unoccupied orbital energy, eV: -0.247
SMILES string: CCOc1cccc2cccnc12

=====

2.
ORCA calculation (wB97M-V/def2-TZVPD) on one molecule with the formula C11H11NS in a non-equilibrium geometry.

Each atom is followed by the atoms it is bonded to, with distances in Å.
Positions of all 24 atoms, in Å:
1 C 0.95444 1.00086 -0.26219  C2 1.324, C4 1.582, C5 1.477
2 C 1.81109 0.37676 0.53109  C1 1.324, C12 1.557, S22 1.766
3 H 2.37100 1.25271 -2.06956  C5 1.258
4 C -0.42660 0.23200 -0.19793  C1 1.582, C9 1.414, C23 1.460
5 C 1.30304 1.65436 -1.53963  C1 1.477, H3 1.258, H17 1.047, H18 1.088
6 H -1.78775 -2.95488 -0.22656  C8 1.024
7 H -3.72869 0.83236 0.00730  C13 1.093
8 C -1.68100 -1.93685 -0.18603  H6 1.024, C23 1.399, C24 1.387
9 C -1.64458 0.92975 -0.03149  C4 1.414, H10 1.124, C13 1.395
10 H -1.60944 2.04756 0.07604  C9 1.124
11 H 2.55687 -2.44553 -1.21052  C19 1.038
12 C 1.47764 -0.07133 1.98448  C2 1.557, H15 1.181, H20 1.022, H21 1.110
13 C -2.83452 0.20521 0.03924  H7 1.093, C9 1.395, C24 1.391
14 H -3.67238 -1.83431 -0.15302  C24 1.063
15 H 0.31112 0.10993 2.03010  C12 1.181
16 N 0.71304 -1.99504 -0.51469  C19 1.272, C23 1.444
17 H 1.50498 2.66728 -1.37091  C5 1.047
18 H 0.61190 1.45818 -2.35661  C5 1.088
19 C 1.98295 -1.91616 -0.52723  H11 1.038, N16 1.272, S22 1.828
20 H 1.96526 0.52140 2.65932  C12 1.022
21 H 1.66446 -1.13035 2.26154  C12 1.110
22 S 3.15836 -0.59151 -0.07369  C2 1.766, C19 1.828
23 C -0.47675 -1.22692 -0.23115  C4 1.460, C8 1.399, N16 1.444
24 C -2.83806 -1.18189 -0.05824  C8 1.387, C13 1.391, H14 1.063

Kohn-Sham gap, eV: 8.67
Energy relative to the best compared isomer or geometry (same formula, charge and spin), eV: 3.444
Lowest unoccupied orbital energy, eV: 0.336
SMILES string: CC1=C(C)c2ccccc2N=CS1

=====

3.
ORCA calculation (wB97M-V/def2-TZVPD) on one molecule with the formula C11H11PS in a non-equilibrium geometry.

Each atom is followed by the atoms it is bonded to, with distances in Å.
Positions of all 24 atoms, in Å:
1 H 4.39199 0.74907 0.20788  C4 1.040
2 H 1.52360 -1.02137 -2.43171  C5 1.155
3 C -1.58919 0.13948 0.67186  H12 1.056, C21 1.309, P23 1.769
4 C 3.42214 0.38554 0.11187  H1 1.040, C10 1.399, C18 1.412
5 C 1.93354 -0.55037 -1.46009  H2 1.155, C10 1.360, C20 1.355
6 H -3.82858 1.56201 -0.20344  C7 1.101
7 C -3.79150 0.47953 -0.40060  H6 1.101, H14 1.099, C21 1.556, H22 1.065
8 H -3.04620 -1.43368 0.38495  C21 1.092
9 C 3.30273 0.85466 2.41524  C11 1.267, C18 1.612, H24 1.101
10 C 3.18950 -0.11520 -1.17311  C4 1.399, C5 1.360, H13 1.111
11 C 2.69008 1.76390 3.05017  C9 1.267, H17 1.120
12 H -1.46737 1.18787 0.68952  C3 1.056
13 H 3.96117 -0.02320 -1.96749  C10 1.111
14 H -3.40753 0.35485 -1.42230  C7 1.099
15 C 1.23721 -0.36093 0.86775  C18 1.433, C20 1.446, P23 1.957
16 S -0.90554 -2.59770 1.97034  P23 1.951
17 H 1.75364 2.33996 3.26468  C11 1.120
18 C 2.53996 0.14280 1.18693  C4 1.412, C9 1.612, C15 1.433
19 H -0.01745 -0.88520 -0.66154  C20 1.022
20 C 0.97828 -0.70699 -0.51242  C5 1.355, C15 1.446, H19 1.022
21 C -2.75091 -0.38249 0.37113  C3 1.309, C7 1.556, H8 1.092
22 H -4.75914 0.04633 -0.29522  C7 1.065
23 P -0.47332 -0.70809 1.75180  C3 1.769, C15 1.957, S16 1.951
24 H 4.34321 0.51521 2.53088  C9 1.101

<S²>: 2.02
Kohn-Sham gap (spin up / spin down), eV: 8.53 / 7.25
Energy relative to the best compared isomer or geometry (same formula, charge and spin), eV: 1.148
Lowest unoccupied orbital energy (spin up / spin down), eV: 0.690 / -1.609
Multiplicity: 3

=====

no.,E_tot (hartree)
1,-555.4772
2,-878.5576
3,-1165.0736